No. 1
59
Properties=species:S:1:pos:R:3:forces:R:3 method="wB97M-V/def2-TZVPD" gap_ev=5.65 energy_ha=-1658.75687 e_lumo_ev=-0.8246 multiplicity=1 mol_weight_da=527.332
H 2.18007 0.81313 0.36353 -0.5 -0.1 0.1
C -5.47459 -1.96417 1.67503 -0.1 0.4 0.4
C -3.79902 -7.54138 0.78748 -0.8 0.7 0.5
H -2.95314 -4.37274 -3.12397 -0.8 0.3 1.3
C -6.50409 -2.47880 -0.45590 -0.4 0.2 -0.4
H 1.21108 -1.68258 0.63804 -0.4 0.3 0.0
C 0.47590 2.06238 -1.71026 0.5 0.6 0.8
H 1.60031 5.29866 -1.57766 -0.1 -0.2 0.2
H -1.40819 -3.86530 -1.98860 -1.0 -0.4 -0.5
C -2.93822 -4.97605 -0.23883 -0.8 0.0 -0.6
C -0.41519 -0.69503 1.87797 0.6 0.6 0.3
H -1.44694 -6.18680 -1.29874 -0.2 0.0 0.7
N 0.01875 -0.31940 -1.97769 -1.0 0.1 -0.2
C -4.16690 -2.34303 -0.25432 1.1 0.7 1.5
H -7.40716 -2.67322 -1.03835 0.2 0.1 0.2
H -1.62425 -3.46307 -3.65343 0.5 -0.3 -0.3
C -0.19431 4.54402 -0.63408 0.3 -0.2 -0.4
C -4.18819 -5.19105 0.40303 -0.1 0.6 0.6
C 2.25286 0.51691 -2.41036 -0.8 0.5 0.0
H -0.89107 -1.55074 2.35933 0.1 0.3 -0.3
H 0.63488 2.49489 1.70761 -0.2 -0.1 -0.1
C -5.26237 -2.46906 -1.09195 -0.9 0.1 1.2
C -2.68147 -7.42997 -0.02393 0.3 0.4 -0.6
H -0.53792 5.48603 -0.18989 0.3 -0.4 -0.3
Si -2.46301 -2.94880 -0.47436 0.3 -0.4 -1.2
C 0.92876 0.75875 -2.08740 0.4 -0.5 -0.3
H -7.58019 -2.30182 1.43021 0.3 0.0 -0.3
C -0.95883 3.37438 -0.42485 0.2 -1.2 -0.9
H -1.45160 -5.23121 -3.03456 -0.2 1.2 -0.7
C -0.59421 0.71098 2.22371 0.6 -0.7 0.0
C 0.43060 1.43526 1.59044 0.4 -0.4 0.5
C -1.91833 -4.20535 -2.90814 2.6 -1.7 -1.3
H 3.36614 3.76260 -2.47711 0.0 -0.3 0.1
C 1.39138 3.16232 -1.84551 -0.3 -0.8 -0.1
H -2.08683 -8.32836 -0.23092 -0.2 0.4 0.0
C 0.96818 4.43218 -1.37624 -0.3 0.1 0.2
C -2.28795 -6.18062 -0.59477 0.1 -0.2 0.9
H -5.20539 -2.60140 -2.17075 0.3 -0.2 0.3
C 2.71417 2.90292 -2.31637 -0.1 -0.3 0.0
H 4.18712 1.40912 -2.77960 -0.3 0.1 0.0
H -4.08612 -8.47432 1.29319 0.3 0.3 -0.4
H -4.88633 -4.35864 0.50377 0.4 -0.3 0.2
C 0.73771 -0.76979 1.00184 -0.2 0.7 0.7
H -0.74582 -0.29192 -2.65954 0.4 0.0 0.2
C 1.24885 0.54152 0.86721 0.1 -0.2 0.4
H -5.55999 -6.43780 1.54812 0.9 0.0 -0.6
H -5.53801 -1.73847 2.73253 -0.4 0.0 0.1
C -6.61290 -2.26445 0.91909 0.2 0.1 0.4
C 3.14675 1.60114 -2.51682 0.0 0.8 0.0
H -2.68806 -2.23113 -1.81480 0.9 -0.2 -0.8
H 0.41628 -1.25156 -1.95881 0.1 0.2 -0.1
H -1.82751 3.42508 0.23145 0.1 -0.2 -0.2
C -4.60870 -6.39114 0.96560 0.3 -0.8 -0.1
H -1.32064 1.10287 2.92597 0.0 -0.1 -0.2
H 2.57403 -0.50840 -2.60332 0.0 0.3 0.0
Sn -1.64113 -0.12482 -0.03059 -0.4 -1.0 -0.2
H -3.31455 -1.75193 1.68265 -0.4 -0.4 -0.2
C -4.21357 -1.96906 1.09277 -2.5 -0.1 -0.1
N -0.69194 2.18050 -0.98964 0.5 1.7 -0.2

***

No. 2
20
Properties=species:S:1:pos:R:3:forces:R:3 method="wB97M-V/def2-TZVPD" gap_ev=3.99 energy_ha=-327.97228 de_lowest_ev=9.431 e_lumo_ev=-3.7637 multiplicity=1 mol_weight_da=103.165
H 0.07582 0.59165 0.65444 -0.7 0.2 -0.4
H 0.52463 -1.16637 -0.51334 -0.7 -1.2 -0.9
C 0.02649 -1.13144 -1.52701 -0.9 2.6 1.2
H -1.16841 0.40088 -0.75985 -0.1 1.0 -0.4
H -3.96656 -0.22683 0.91921 1.3 -0.4 0.1
H 3.20787 1.40980 0.27499 -0.8 -0.9 -0.2
H 2.07801 0.83805 -0.98587 -0.2 -0.2 0.2
C 2.72072 0.48032 -0.16388 1.4 -0.9 0.7
H -2.59822 -1.14065 0.07670 0.0 0.0 0.6
H -2.48712 -0.67663 1.81327 0.3 -0.4 0.7
N 1.96458 -0.31561 0.82361 -1.3 3.2 -0.6
C 0.92681 0.51102 1.38990 1.3 -1.6 0.4
O -2.27808 0.83580 0.46920 1.2 0.3 0.5
C -0.73826 -0.01022 -1.68343 2.1 -1.9 -1.0
C -2.81634 -0.34811 0.83923 -2.1 0.4 -1.3
H -0.82555 0.40874 -2.70735 -0.9 -0.4 0.8
H 0.16889 -1.85972 -2.29210 0.8 -0.3 -0.4
H 1.14213 1.52802 1.70087 0.5 0.4 -0.6
H 3.54934 -0.16152 -0.57553 -0.9 0.7 0.3
H 0.49328 0.03284 2.24691 -0.3 -0.6 0.3

***

No. 3
117
Properties=species:S:1:pos:R:3:forces:R:3 method="wB97M-V/def2-TZVPD" gap_ev="8.36 / 8.50" energy_ha=-4625.48141 total_charge=+1 e_lumo_ev="-2.3843 / -2.3915" multiplicity=5 mol_weight_da=867.955
O 5.30595 0.33420 5.98692 1.4 0.3 -1.2
H 0.59100 5.18556 -3.27263 0.3 0.0 -0.2
H 2.80445 3.10795 4.13996 0.0 0.1 -0.1
F -5.79974 -0.18101 1.84866 1.1 -0.2 0.2
C 3.75619 -0.51298 -3.43067 -0.8 -0.6 0.4
H -4.89983 -4.67178 1.09746 0.0 -0.5 0.2
O -0.05984 2.39450 0.42504 0.6 0.4 -0.4
C 2.88749 -0.13212 4.27754 1.3 -0.4 0.1
H 2.52931 -1.52799 1.56256 -0.1 -0.6 0.1
H 3.70926 -2.57981 -3.02658 -0.1 -0.4 -0.3
C -1.72936 -1.04720 -2.08972 -0.8 -0.2 0.5
H 1.66037 -2.82297 -2.52382 -0.2 -0.1 0.0
H 2.76398 2.96838 -5.44184 -0.4 0.1 -0.8
H -0.75541 4.27212 0.44728 -0.3 0.2 0.1
H 0.90125 3.63425 -1.10097 -1.0 0.2 0.1
H -0.76697 -2.76774 2.25464 0.0 0.6 0.3
H -7.01071 -3.09665 -0.06372 0.4 0.2 0.3
H -0.72643 3.43355 -6.24497 -0.7 0.2 0.5
F -4.00333 -1.49071 1.98394 -0.4 0.6 0.4
H -2.32727 -6.85187 -0.64820 0.0 -0.3 0.2
H 5.40675 1.27105 4.03245 0.4 -0.6 -0.1
C 0.28258 -2.60072 2.01248 -0.6 -1.0 0.4
H 4.35460 3.11209 -3.30417 0.4 -0.1 0.2
H 4.64242 -0.51897 -4.06522 -0.1 -0.2 -0.1
O -1.51221 2.41702 4.09048 0.2 -1.8 -1.2
C 3.02267 -1.87350 -3.49329 1.0 0.7 -0.3
H 3.09968 0.29563 -3.75203 0.0 0.1 0.0
C 4.93522 1.33297 5.01323 -1.4 -0.5 0.2
C 2.14566 3.38371 -4.64606 1.3 0.2 0.7
H -2.10517 3.28808 -0.86700 0.5 -0.6 0.1
N -2.02167 0.69885 1.96234 2.8 0.5 3.2
C 1.01629 2.73979 -0.48875 0.3 -1.3 -0.2
O -3.87776 2.36424 1.50942 1.2 -2.6 1.2
H -3.38016 -2.40896 -2.22749 0.2 -0.4 0.2
H 1.15146 4.88161 -5.67664 -0.3 0.4 0.0
H -0.88960 -2.19215 -0.51392 1.0 0.2 -0.5
C 2.03446 -0.09942 0.17183 0.0 1.3 -0.9
H 1.17921 -0.40307 -1.67803 -0.1 -0.7 0.0
Cr -0.84442 0.37534 0.34915 1.4 -0.3 -0.4
O -5.65251 -4.52252 -0.83643 0.0 -0.2 -0.4
O 0.31891 1.17086 2.97835 -3.3 -0.7 0.4
S -3.46154 1.16358 2.28524 -6.1 2.2 -1.9
H 0.50968 -3.49802 1.43685 0.5 -0.1 -0.3
F -0.22742 -1.04790 4.60206 -0.8 -0.3 -0.8
H 2.27081 1.71050 -1.85211 0.4 -0.3 0.2
H 3.39289 -0.34225 3.33492 -0.1 0.1 -0.4
H 7.00530 -0.52235 5.04030 -0.1 0.3 -0.3
C -4.49205 -0.30260 1.54254 0.2 0.6 3.4
N 0.12303 3.03700 -5.86912 -0.5 0.0 -0.7
N 2.94368 2.18657 3.75038 0.7 0.6 -0.2
H 0.92709 -2.56629 2.89084 -0.2 -0.1 0.2
O 2.94980 4.38715 -4.02698 -0.7 1.4 -1.1
H 1.92525 -2.13508 -0.04969 0.0 -0.7 0.3
H -2.27671 0.65271 -3.18253 -0.1 0.4 -0.1
H 0.31018 4.04367 1.78772 0.8 -0.6 -0.2
N -2.24372 -4.38746 0.44379 1.2 0.8 -0.3
C 3.87630 4.06030 -3.05872 -0.4 -0.9 0.9
C -2.55724 0.26132 -2.20467 1.1 -0.2 -0.1
H -3.05188 -4.80379 -1.43954 -0.3 0.4 0.0
O -3.81867 1.13712 3.67054 0.4 -0.2 0.0
H -4.53383 -3.23299 0.24455 0.6 0.2 -0.1
C 1.78904 -1.42819 0.76874 0.1 0.7 -0.6
N -1.56194 -1.45760 -0.68269 0.1 0.8 0.9
H -7.63009 -4.13174 -1.28298 0.3 -0.4 -0.2
H -3.63795 2.52766 -1.03041 -0.1 0.0 0.2
H 1.88120 3.00066 0.12117 0.3 -0.5 0.2
H 7.10484 -0.44393 6.76970 -0.6 -0.2 0.2
H 7.32461 1.01404 5.94543 -0.2 0.3 -0.5
H -1.68362 -3.03210 -2.69261 -0.5 -0.4 0.3
C -4.62190 -4.31072 0.10727 0.1 -0.3 -1.2
O -2.12561 1.17406 -1.17755 -0.1 0.4 -1.7
C -1.30990 -0.27640 4.70800 -0.4 0.1 0.8
H -2.34084 -2.06514 -0.47215 -0.9 0.4 0.6
F -2.46832 -0.96019 4.56225 1.8 0.5 -0.1
C 0.03753 4.48077 -3.89316 -0.6 0.8 1.0
H -1.40007 -4.91461 0.26920 0.5 0.0 -0.3
C -6.95180 -4.12164 -0.42980 0.0 -0.1 0.0
H 2.83705 -2.10640 -4.54181 0.0 -0.3 0.0
H -7.32813 -4.81135 0.32570 -0.1 0.1 0.2
H -3.64354 0.17195 -2.21227 -0.1 -0.4 0.4
C -0.44326 3.53459 1.18668 -0.6 1.4 -0.1
H 2.91698 1.42934 5.72997 -0.1 0.1 0.2
H 3.32647 3.97865 -2.12110 0.1 -0.5 0.6
H 4.10167 -0.36126 -2.40807 -0.1 0.3 0.0
O 0.46145 -1.43487 1.25480 0.5 -0.3 0.0
N 1.01452 0.22794 -0.90680 0.6 0.8 1.7
H -1.24908 3.39130 1.90655 -0.1 -0.6 -0.6
S -1.11125 1.19462 3.41331 2.8 0.5 -0.1
H -0.27205 3.69383 -3.20544 0.0 -0.5 -0.3
C 6.73824 0.09647 5.89695 -0.5 -0.1 0.8
C -2.41429 -2.22327 -2.69731 -0.3 0.1 -2.0
F -4.36365 -0.30715 0.29003 0.2 0.1 -4.0
H 2.04341 2.50839 -4.00463 -0.6 0.1 0.5
H -4.08898 -6.83448 -0.77351 0.1 -0.5 -0.3
H -2.37416 -4.59982 1.42256 -0.7 0.1 0.3
H 2.08198 1.89350 3.31255 0.1 0.1 0.3
C 3.38838 1.24393 4.76483 -0.1 -0.7 0.3
C -2.61637 2.49239 -1.40889 -1.7 0.9 0.5
H -0.77671 -0.92167 -2.60431 0.1 0.2 0.4
H -0.86921 5.03152 -4.14337 -0.1 -0.1 -0.4
H 3.21989 -0.96043 4.90325 -0.1 0.2 0.4
F -1.24544 0.21316 5.94502 -0.5 0.4 -0.8
H -3.40948 -6.90864 0.79293 0.3 0.6 0.3
O 1.78156 -1.90423 -2.77449 0.2 0.3 0.1
H 0.65323 1.64785 -2.37974 -0.4 0.1 0.2
H 0.61026 2.96551 -6.75094 0.7 -0.5 -0.1
H -2.74433 2.84327 -2.43290 0.8 -0.7 -0.5
H 3.03981 -0.04170 -0.24537 0.1 -0.2 -0.2
H 4.61831 4.82695 -2.83567 0.0 0.2 -0.8
H -2.64022 -2.05995 -3.75106 0.0 0.1 -0.2
C 0.82106 4.03240 -5.07850 1.5 -0.7 0.0
H 1.80948 -0.19046 4.12726 0.3 0.3 0.1
H 5.23165 2.30466 5.40826 -0.3 0.3 0.1
C -3.27726 -5.00032 -0.39136 -1.1 1.2 2.3
C 1.25876 1.55562 -1.47812 -0.1 1.2 0.5
C -3.24140 -6.47231 -0.19168 -1.2 -1.1 -1.2
H 2.04172 0.64470 0.96828 -0.5 0.3 -0.1

***

No. 4
57
Properties=species:S:1:pos:R:3:forces:R:3 method="wB97M-V/def2-TZVPD" gap_ev=7.68 energy_ha=-2003.74076 de_lowest_ev=2.670 e_lumo_ev=0.4685 smiles="COc1ccccc1N1CCN([C@@H](c2cccs2)[C@H](C)NC(=O)c2cccs2)CC1" multiplicity=1 mol_weight_da=441.622
C 2.60749 0.00479 -4.05485 0.2 0.0 0.0
C -3.15582 0.49236 -1.26545 -0.1 -0.1 -0.2
C -4.44865 0.25536 0.89316 0.2 0.1 -0.5
H -2.78196 2.40049 -1.84507 0.0 -0.1 0.0
C 0.97192 1.07631 -2.80969 0.4 0.3 0.1
H 3.00179 -0.71402 -4.75063 0.1 -0.1 -0.1
C 4.42239 -2.60245 1.46630 0.2 -0.1 0.0
H 1.26882 -1.99485 0.11487 0.0 0.1 0.0
C 1.21853 -1.18632 2.54232 0.1 -0.1 0.1
C 2.71096 -2.71106 3.69266 0.1 0.0 -0.1
H 4.42178 1.09936 -3.49362 0.2 0.0 -0.1
C -1.57184 1.14746 -2.97634 0.3 0.2 -0.1
H -0.29678 2.50925 -1.91017 -0.1 0.0 0.0
N -0.47425 0.77012 -0.83112 0.2 0.2 0.1
H -1.57948 3.04578 -3.99725 0.0 0.2 0.0
H 5.08006 -2.27451 2.27865 0.0 0.0 0.0
H 0.18791 1.25113 2.43302 -0.1 0.0 0.0
H -0.73970 1.75903 -4.86649 0.1 0.1 -0.1
C -3.81069 1.00869 -0.05354 -0.2 0.3 0.6
O 3.21094 -1.89450 1.45951 -0.5 0.2 0.3
H -2.50664 1.77833 -4.80695 -0.1 0.0 -0.1
C 3.36568 0.93271 -3.42108 0.0 0.3 0.3
H 4.26267 -3.68367 1.54405 0.0 0.1 0.0
H -1.01415 -1.17104 -0.32174 0.1 -0.1 -0.1
H -0.00409 -1.04464 -1.75718 0.0 -0.1 0.1
H 1.96622 -0.44519 -0.37686 -0.1 -0.2 -0.1
C 2.40296 -1.96225 2.57166 0.1 -0.1 -0.1
O -3.06876 -0.70418 -1.47020 0.0 0.0 0.0
H 0.11563 -1.87533 5.68058 -0.1 0.0 0.1
H -4.57577 -0.80655 0.78698 0.0 -0.2 -0.1
H -1.63074 0.08140 -3.20901 0.1 0.1 0.0
N 0.90908 -0.41755 1.43739 0.0 0.2 0.0
C -4.60479 2.33210 1.87268 0.2 0.2 -0.2
C -4.90627 1.01193 1.98903 0.0 0.2 0.1
S 2.42480 1.92772 -2.38311 -0.2 -0.4 -0.4
C 0.42513 -1.17188 3.68871 0.0 0.0 -0.2
C 0.75713 -1.90933 4.81258 0.1 -0.1 0.2
C 1.24065 0.08359 -3.70330 -0.2 0.2 0.1
C -0.15440 -0.64590 -0.75410 0.0 -0.3 0.2
C 0.02379 1.51999 0.30406 -0.1 0.1 0.2
C 1.09182 -0.91972 0.08835 0.1 -0.1 -0.6
H 0.49200 -0.56780 -4.11749 -0.2 -0.1 0.0
H -5.43373 0.59462 2.82801 -0.1 0.0 0.1
H 2.15868 -3.27827 5.67907 0.0 0.0 0.1
H -0.47866 -0.58439 3.70151 -0.1 0.1 -0.1
N -2.71926 1.43800 -2.14825 -0.2 0.2 -0.3
C -0.05585 0.65055 1.55159 0.0 0.2 0.0
H 1.06577 1.85427 0.16716 0.0 0.0 0.1
H -0.60485 2.40902 0.43399 0.1 0.0 0.1
H -4.82842 3.13142 2.55134 -0.1 0.1 0.2
H -1.09032 0.28406 1.65293 0.0 0.1 0.1
H 4.89543 -2.37980 0.51037 0.0 0.0 0.1
C 1.89241 -2.69038 4.81410 -0.1 0.0 0.1
H 3.60804 -3.30944 3.71774 0.1 0.0 -0.1
S -3.75762 2.67834 0.42208 -0.2 -0.5 0.2
C -1.60061 1.98605 -4.24443 0.0 -0.3 0.1
C -0.30639 1.43075 -2.11854 -0.4 -0.3 0.1